Record 1
Here is a molecular structure, C6H7LiO6Ru at a distorted geometry from the Open Molecules 2025 dataset. Energies are from ωB97M-V/def2-TZVPD.

CARTESIAN COORDINATES (ANGSTROEM)
Ru 3.21927 -0.07918 0.31291
O 1.74477 1.40614 0.36674
O 1.24852 2.19036 -1.70013
C -0.08726 2.56481 -1.31801
C -1.08564 1.50043 -1.75939
O 3.09536 1.04931 -1.31879
C 2.03376 1.55409 -0.86261
H -0.13078 2.73724 -0.23690
H -0.28671 3.50239 -1.84574
H -0.98308 1.29853 -2.83138
H -2.09389 1.89523 -1.56945
Li 0.50570 0.10672 1.24225
O -1.08113 0.24256 0.27145
O -0.58486 -0.81934 -1.62470
C -0.04722 -2.38512 -0.69777
C 1.34500 -2.11423 -0.46409
O 1.76165 -1.31280 0.48209
C -0.93422 0.22084 -0.96153
H -0.69076 -2.44718 0.18329
H -0.24720 -3.12309 -1.47486
H 2.05104 -2.42072 -1.24627

Results
Total energy = -21384.7918 eV
Charge = +2
2S+1 = 7
Relative energy (zero: lowest compared OMol25 entry of this formula, charge and spin) = 0.0 kJ/mol
Gap between HOMO and LUMO (alpha / beta) = 0.3226 / 0.1463 Ha
HOMO level (alpha / beta) = -16.45 / -17.53 eV

Here are the natural (NBO) charges for atoms 1 to 4, given in e:
1 Ru 1.450
2 O -0.840
3 O -0.442
4 C -0.084

---

Record 2
Here is C6H7N in the gas phase at a distorted geometry from the Open Molecules 2025 dataset. Energies are from ωB97M-V/def2-TZVPD.

CARTESIAN COORDINATES (ANGSTROEM)
C 1.91269 1.48433 -0.14578
C 0.71007 0.94382 0.06826
C 0.50970 -0.50560 0.50924
C -0.65450 -1.21648 -0.14987
C -1.93418 -0.48931 0.02312
C -2.52225 0.80225 0.14022
N -3.22103 -0.45182 0.03394
H 2.78427 0.91061 0.02283
H 2.05559 2.49318 -0.49066
H -0.06676 1.46458 -0.49390
H 0.27269 -0.71943 1.55214
H 1.44643 -1.01765 0.12701
H -0.68222 -2.36750 0.12141
H -0.61049 -1.33098 -1.31797

Results
Total energy = -7820.3243 eV
SMILES = C=CCCC1=C=N1
Relative energy (zero: lowest compared OMol25 entry of this formula, charge and spin) = 513.6 kJ/mol
Gap between HOMO and LUMO = 0.3777 Ha
HOMO level = -9.68 eV

Here are the natural (NBO) charges for atoms 1 to 4, given in e:
1 C -0.368
2 C -0.193
3 C -0.447
4 C -0.469

---

Record 3
Here is C6H7N in the gas phase at a distorted geometry from the Open Molecules 2025 dataset. Energies are from ωB97M-V/def2-TZVPD.

CARTESIAN COORDINATES (ANGSTROEM)
N -3.11425 -0.84043 -0.59852
C -2.06482 -0.65625 -0.14930
C -0.73924 -0.40369 0.41736
C -0.28997 1.05073 0.23281
C 1.16788 0.97056 0.49859
C 1.58465 -0.24251 0.09503
C 0.40255 -0.96532 -0.43882
H -0.70968 -0.74215 1.45843
H -0.32971 0.96713 -0.99481
H -0.87969 1.85858 0.67635
H 1.78347 1.82680 0.74733
H 2.60737 -0.57019 -0.04865
H 0.09592 -0.27185 -1.40696
H 0.46515 -2.04238 -0.62181

Results
Total energy = -7823.3945 eV
SMILES = N#CC1CC=CC1
Relative energy (zero: lowest compared OMol25 entry of this formula, charge and spin) = 217.4 kJ/mol
Gap between HOMO and LUMO = 0.3974 Ha
HOMO level = -9.85 eV

Here are the natural (NBO) charges for atoms 1 to 4, given in e:
1 N -0.318
2 C 0.289
3 C -0.331
4 C -0.396

---

Record 4
Here is C6H7N in the gas phase at a distorted geometry from the Open Molecules 2025 dataset. Energies are from ωB97M-V/def2-TZVPD.

CARTESIAN COORDINATES (ANGSTROEM)
C -1.92180 0.00871 0.06879
C -1.07312 1.14808 -0.00927
C 0.17713 0.71795 -0.12922
N 0.15301 -0.65627 -0.18126
C -1.16039 -1.11613 0.06541
C 1.67164 -0.78538 0.04670
C 1.72150 0.79303 0.07994
H -2.97085 0.04722 0.16178
H -1.52537 2.13774 -0.06174
H -1.28076 -2.13515 -0.05173
H 1.97018 -1.43122 0.95009
H 2.10390 -1.22959 -0.84183
H 1.87591 1.25027 1.05324
H 2.26613 1.35713 -0.67517

Results
Total energy = -7823.3774 eV
SMILES = c1cc2n(c1)CC2
Relative energy (zero: lowest compared OMol25 entry of this formula, charge and spin) = 219.0 kJ/mol
Gap between HOMO and LUMO = 0.3400 Ha
HOMO level = -8.18 eV

Here are the natural (NBO) charges for atoms 1 to 4, given in e:
1 C -0.272
2 C -0.333
3 C 0.153
4 N -0.344

---

Record 5
Here is a molecular structure, C6H7N at a distorted geometry from the Open Molecules 2025 dataset. Energies are from ωB97M-V/def2-TZVPD.

CARTESIAN COORDINATES (ANGSTROEM)
C -0.58547 -1.39875 -1.72586
C -0.39512 -1.37194 -0.36478
C -0.16502 -0.09265 -2.11095
C 0.16587 0.43510 -0.74984
C -0.57356 -0.11781 0.40196
C 0.25481 0.07819 1.65542
N 0.05724 0.42655 -3.22070
H -0.62734 -2.38391 -2.36496
H 1.22826 0.50665 -0.62678
H -1.64718 0.22526 0.34247
H 0.42427 1.14178 1.62699
H 1.24820 -0.56931 1.52263
H -0.23710 -0.23077 2.67941
H 0.58684 1.26274 -3.15376

Results
Total energy = -7819.8149 eV
Relative energy (zero: lowest compared OMol25 entry of this formula, charge and spin) = 562.7 kJ/mol
Gap between HOMO and LUMO (alpha / beta) = 0.2962 / 0.2963 Ha
HOMO level (alpha / beta) = -8.56 / -8.56 eV

Here are the natural (NBO) charges for atoms 1 to 4, given in e:
1 C -0.247
2 C 0.051
3 C 0.205
4 C -0.171

---

Record 6
Here is C6H7N in the gas phase at a distorted geometry from the Open Molecules 2025 dataset. Energies are from ωB97M-V/def2-TZVPD.

CARTESIAN COORDINATES (ANGSTROEM)
H -2.78306 2.17064 -0.20306
N -2.97446 1.07267 -0.09545
C -2.13170 0.19709 -0.01657
C -1.87603 -1.20974 -0.10052
C -0.80458 -0.38500 0.07799
C 0.70891 -0.54071 0.16750
C 1.79768 -0.12451 -0.81187
C 1.63142 0.58166 0.54474
H -2.16044 -2.17141 0.23706
H 0.88617 -1.48574 0.86598
H 1.44541 0.44225 -1.68809
H 2.60450 -0.74081 -0.78310
H 2.38451 0.66034 1.34282
H 1.27166 1.53328 0.46258

Results
Total energy = -7820.4556 eV
SMILES = [H]/N=c1/cc1C1CC1
Relative energy (zero: lowest compared OMol25 entry of this formula, charge and spin) = 500.9 kJ/mol
Gap between HOMO and LUMO = 0.3523 Ha
HOMO level = -8.62 eV

Here are the natural (NBO) charges for atoms 1 to 4, given in e:
1 H 0.364
2 N -0.726
3 C 0.278
4 C -0.198

---

Question: relative energy (zero: lowest compared OMol25 entry of this formula, charge and spin) of number 3 (C6H7N)?
Answer: 217.4 kJ/mol

---

Question: Number 4 is which compound?
Answer: C6H7N

---

Question: total energy of number 4 (C6H7N)?
Answer: -7823.3774 eV